Record 1
DFT (ωB97M-V/def2-TZVPD) results for a molecular structure, C39H84ClFIN17O34P2 at a distorted geometry.

The geometry in ORCA input format:
```
! RIJCOSX wB97M-V def2-TZVPD def2/J DEFGRID3
* xyz 0 1
C 4.7637 4.7482 2.4172
C 4.6483 5.8543 1.2996
O 3.3493 5.9324 0.6868
C 3.1176 4.9444 -0.2512
O 2.0141 4.8961 -0.7178
C 4.1699 3.8858 -0.7105
C 3.5656 2.9308 -1.8215
C 4.6611 1.7968 -2.0348
C 4.0290 0.4701 -2.6274
F 4.0981 0.7154 -4.0278
O 2.6839 0.2732 -2.3670
C 2.2110 -0.1381 -1.1246
Cl 2.9078 0.5643 0.4027
C 0.6622 0.3278 -1.1185
O 0.2514 0.8818 0.1449
C -1.0629 0.5145 0.3990
C -1.3827 -0.0983 1.6824
C -2.7139 -0.5398 1.9936
C -3.7785 -0.3803 1.0188
C -3.4923 0.2606 -0.2359
C -2.1558 0.7005 -0.5390
C 2.1182 -1.7136 -0.8970
C 1.2571 -2.1271 0.3228
C 1.7389 -2.2028 1.7984
N 0.0531 -2.4820 0.0658
C 5.0189 -0.8082 -2.4597
I 6.8045 -0.2164 -3.6489
O 5.2326 -0.9441 -1.0890
C 6.3392 -1.6816 -0.6191
N 6.8173 -2.7923 -1.4137
C 7.5025 -0.7094 -0.1261
C 8.5890 -1.4287 0.7598
C 9.9335 -0.5793 0.6089
O 9.6782 0.8418 0.6495
P 5.6880 -2.5060 1.0159
C 5.6789 -1.2933 2.4359
C 6.6436 -4.0640 1.4120
P 4.3359 -2.3154 -3.3955
N 3.0622 -2.0560 -4.2945
H 5.8490 4.5537 2.6280
H 4.3241 5.1023 3.3848
H 4.2564 3.7929 2.1539
H 5.4914 5.8096 0.5604
H 4.7944 6.8305 1.8346
H 4.3995 3.2231 0.1637
H 5.1416 4.3218 -1.0448
H 3.4160 3.5347 -2.7455
H 2.6062 2.5422 -1.4264
H 5.2417 1.5941 -1.1035
H 5.3853 2.2550 -2.7557
H 0.0013 -0.4793 -1.5023
H 0.5911 1.1699 -1.8650
H -0.5902 -0.2374 2.4512
H -2.9722 -1.0373 2.9694
H -4.8101 -0.7372 1.2107
H -4.2655 0.4075 -1.0140
H -1.8803 1.2007 -1.4958
H 3.1163 -2.1965 -0.7883
H 1.6398 -2.1233 -1.8236
H 2.2066 -1.2745 2.1925
H 2.4639 -3.0594 1.8795
H 0.9019 -2.4587 2.5022
H -0.4161 -2.7562 0.9379
H 6.2400 -3.6270 -1.3345
H 7.8064 -2.9827 -1.3017
H 7.0250 0.1226 0.4556
H 8.0468 -0.2211 -0.9672
H 8.3673 -1.4316 1.8514
H 8.8101 -2.4784 0.4576
H 10.4869 -0.8150 -0.3248
H 10.5242 -0.7943 1.5411
H 8.9934 1.0305 1.3088
H 4.7579 -1.5113 3.0411
H 5.5745 -0.2267 2.1156
H 6.5394 -1.4022 3.1458
H 5.9383 -4.8971 1.6483
H 7.2798 -3.9253 2.3304
H 7.3198 -4.4226 0.6027
H 4.0522 -3.3218 -2.4072
H 5.3731 -2.8157 -4.2301
H 2.2843 -2.6397 -3.9700
C -4.9140 4.0380 -1.5416
N -5.9767 3.0005 -1.6261
O -6.0719 2.2233 -0.6901
O -6.6720 2.9991 -2.6199
H -4.3810 3.9117 -0.6045
H -4.2480 3.8931 -2.3854
H -5.3989 5.0106 -1.5824
C -1.8131 6.2149 -4.0534
N -2.2420 5.2489 -3.0076
O -2.1882 4.0639 -3.2809
O -2.6170 5.7149 -1.9489
H -1.5070 5.6604 -4.9354
H -2.6629 6.8564 -4.2750
H -0.9818 6.7873 -3.6485
C -2.9036 -0.2904 6.9231
N -3.3823 -1.0690 5.7499
O -4.5585 -0.9819 5.4606
O -2.5554 -1.7404 5.1611
H -3.7421 0.2555 7.3446
H -2.5012 -0.9983 7.6438
H -2.1347 0.3933 6.5706
C -1.8621 -3.5116 -2.7508
N -1.3682 -4.1569 -3.9966
O -2.0497 -4.0438 -4.9992
O -0.3124 -4.7551 -3.9251
H -2.8064 -3.0187 -2.9628
H -1.9932 -4.2927 -2.0063
H -1.1121 -2.7901 -2.4343
C -8.3226 2.2971 1.5647
N -9.1984 3.4779 1.7870
O -9.1088 4.3995 1.0016
O -9.9470 3.4342 2.7475
H -7.7139 2.4711 0.6822
H -7.6971 2.1821 2.4475
H -8.9686 1.4329 1.4229
C -10.6832 -0.1726 3.9702
N -10.2360 -0.8693 2.7351
O -10.9298 -0.7498 1.7429
O -9.2040 -1.5101 2.8085
H -11.6085 0.3545 3.7582
H -10.8367 -0.9287 4.7357
H -9.8991 0.5257 4.2556
C -14.3312 -1.8832 4.9071
N -13.4059 -2.2211 6.0222
O -13.8658 -2.8236 6.9696
O -12.2473 -1.8668 5.9029
H -15.3209 -2.2581 5.1496
H -14.3418 -0.8002 4.8068
H -13.9475 -2.3586 4.0071
C -13.7294 -3.4470 10.2888
N -14.3487 -3.5078 11.6403
O -13.6062 -3.4480 12.6013
O -15.5589 -3.6132 11.6848
H -12.6535 -3.3540 10.4012
H -13.9848 -4.3671 9.7690
H -14.1401 -2.5799 9.7781
C 7.3801 -2.6058 -7.1580
N 8.2926 -2.9516 -6.0358
O 7.8212 -3.5812 -5.1055
O 9.4438 -2.5792 -6.1303
H 6.3916 -2.9988 -6.9382
H 7.3562 -1.5208 -7.2372
H 7.7843 -3.0588 -8.0603
C -9.0779 -4.7232 3.4315
N -9.4822 -5.6811 4.4957
O -9.4303 -6.8671 4.2332
O -9.8374 -5.2045 5.5565
H -8.7880 -5.2841 2.5481
H -9.9331 -4.0868 3.2207
H -8.2408 -4.1432 3.8122
C 8.6571 3.3074 -5.2022
N 8.5363 2.2487 -6.2391
O 8.1823 2.5895 -7.3537
O 8.8002 1.1154 -5.8972
H 8.3921 4.2625 -5.6459
H 7.9739 3.0525 -4.3943
H 9.6890 3.3132 -4.8589
C 5.5202 5.5148 7.3877
N 5.0806 4.7424 6.1947
O 3.9052 4.8013 5.8906
O 5.9342 4.1055 5.6081
H 4.6604 6.0294 7.8060
H 5.9327 4.8068 8.1026
H 6.2739 6.2260 7.0581
C 6.3335 3.7890 -9.4869
N 5.4351 4.9511 -9.2532
O 5.5141 5.8873 -10.0256
O 4.6830 4.8805 -8.3003
H 6.9429 3.9901 -10.3631
H 6.9552 3.6712 -8.6015
H 5.7057 2.9152 -9.6456
C -2.0097 -6.2921 -7.1086
N -2.4311 -7.0679 -8.3069
O -3.6054 -7.0237 -8.6201
O -1.5657 -7.6930 -8.8894
H -2.8768 -5.7891 -6.6947
H -1.5933 -6.9963 -6.3921
H -1.2632 -5.5706 -7.4301
*
```

LUMO level	-0.395	eV
highest occupied orbital energy	-8.126	eV
frontier orbital gap	7.731	eV

Record 2
DFT (ωB97M-V/def2-TZVPD) results for C5H6ClN5 in the gas phase at a distorted geometry.

The geometry in ORCA input format:
```
! RIJCOSX wB97M-V def2-TZVPD def2/J DEFGRID3
* xyz 0 1
C 0.1126 0.8039 0.7830
C 0.9714 0.7896 3.4012
C -0.1944 0.6381 -0.5862
C 0.0584 -0.7282 -0.8553
C -0.1992 -1.5095 -2.1252
N 0.1236 1.9391 1.5552
N 0.3416 1.6373 2.7672
N 0.5518 -0.3866 1.2715
N 0.5014 -1.2501 0.2941
N -0.6315 1.6180 -1.4662
Cl 0.6580 -0.0252 4.7272
H -1.0479 -2.2498 -1.9744
H 0.6848 -2.1692 -2.5460
H -0.5554 -0.8135 -2.7457
H 0.8362 -2.2324 0.5226
H -1.4217 1.4750 -1.9933
H -0.7896 2.4638 -1.0297
*
```

LUMO level (alpha / beta)	-0.016 / -0.013	eV
highest occupied orbital energy (alpha / beta)	-7.515 / -7.514	eV
frontier orbital gap (alpha / beta)	7.500 / 7.501	eV

Record 3
DFT (ωB97M-V/def2-TZVPD) results for a molecular structure, C39H48F5GaNO3.

The geometry in ORCA input format:
```
! RIJCOSX wB97M-V def2-TZVPD def2/J DEFGRID3
* xyz -1 1
C 0.9396 5.8750 3.8419
C 0.4266 4.4989 4.2995
C 0.9934 3.3006 3.5325
C 1.0182 3.4876 2.0277
O 1.1511 2.2666 1.3678
Ga 2.7640 1.8553 0.5157
O 2.3447 1.0873 -1.1686
C 3.4958 0.7919 -1.8960
C 3.1009 0.1892 -3.2283
N 4.2690 -0.3055 -3.9785
C 4.5981 0.4633 -5.1577
C 5.9286 0.0263 -5.7301
C 6.2646 0.7708 -7.0181
O 5.8825 -1.3796 -5.9963
H 1.9015 5.7938 3.3439
H 1.0717 6.5363 4.6973
H 0.2360 6.3636 3.1733
H 0.6739 4.3883 5.3553
H -0.6598 4.4756 4.2174
H 0.3647 2.4349 3.7415
H 1.9945 3.0658 3.8999
H 0.0568 3.9361 1.7237
H 1.8032 4.1987 1.7503
H 3.5888 0.7162 1.3038
H 3.6580 3.1699 0.2479
H 4.1478 0.0739 -1.3804
H 4.1016 1.6940 -2.0730
H 2.4166 -0.6339 -3.0282
H 2.5786 0.9427 -3.8218
H 4.1248 -1.2644 -4.2538
H 4.6686 1.5141 -4.8766
H 3.8383 0.3815 -5.9519
H 6.6972 0.2222 -4.9815
H 5.9885 0.1441 -7.8626
H 7.3291 0.9762 -7.0907
H 5.7142 1.7062 -7.0782
H 6.3946 -1.8321 -5.3317
F -3.1155 3.3616 3.3978
C -3.2686 2.0738 3.0099
C -2.2634 1.4665 2.2874
C -2.4349 0.1439 1.9024
C -3.5965 -0.5411 2.2346
C -4.5951 0.0982 2.9574
C -4.4337 1.4179 3.3548
H -1.3607 2.0116 2.0331
H -1.6518 -0.3457 1.3374
H -3.7293 -1.5669 1.9192
H -5.5071 -0.4267 3.2104
H -5.1949 1.9336 3.9255
F -6.0288 -1.3822 0.3374
C -6.1145 -0.5456 -0.7166
C -5.5399 0.7050 -0.6084
C -5.6201 1.5608 -1.6961
C -6.2666 1.1633 -2.8588
C -6.8339 -0.1005 -2.9371
C -6.7590 -0.9714 -1.8594
H -5.0340 0.9858 0.3064
H -5.1666 2.5408 -1.6350
H -6.3220 1.8355 -3.7044
H -7.3355 -0.4149 -3.8427
H -7.1866 -1.9641 -1.8983
F 0.0597 -4.0893 2.4737
C -0.1002 -3.3837 1.3264
C 0.6355 -2.2316 1.1413
C 0.4657 -1.5184 -0.0370
C -0.4323 -1.9647 -0.9981
C -1.1611 -3.1263 -0.7842
C -0.9984 -3.8509 0.3890
H 1.3245 -1.8957 1.9049
H 1.0323 -0.6103 -0.2043
H -0.5616 -1.3992 -1.9111
H -1.8641 -3.4728 -1.5310
H -1.5529 -4.7601 0.5797
F 7.3237 -3.3806 -4.3128
C 6.9521 -4.5844 -4.8075
C 6.8078 -4.7205 -6.1719
C 6.4246 -5.9565 -6.6703
C 6.1926 -7.0204 -5.8097
C 6.3416 -6.8484 -4.4407
C 6.7248 -5.6191 -3.9255
H 6.9770 -3.8702 -6.8191
H 6.3019 -6.0850 -7.7373
H 5.8895 -7.9804 -6.2051
H 6.1532 -7.6725 -3.7661
H 6.8436 -5.4572 -2.8631
F -7.2462 0.5657 5.3985
C -6.8046 0.9730 6.6060
C -6.6146 2.3222 6.8229
C -6.1547 2.7341 8.0645
C -5.8927 1.8040 9.0602
C -6.0915 0.4532 8.8129
C -6.5518 0.0259 7.5765
H -6.8166 3.0283 6.0290
H -5.9952 3.7875 8.2505
H -5.5281 2.1310 10.0244
H -5.8808 -0.2760 9.5835
H -6.7102 -1.0215 7.3591
*
```

LUMO level	2.323	eV
ΔE to the lowest compared entry with this formula, charge and spin	7.8	kJ/mol
highest occupied orbital energy	-5.046	eV
frontier orbital gap	7.369	eV

Record 4
DFT (ωB97M-V/def2-TZVPD) results for a molecular structure, C18H15IrN3O2.

The geometry in ORCA input format:
```
! RIJCOSX wB97M-V def2-TZVPD def2/J DEFGRID3
* xyz 1 1
Ir -0.6073 0.9816 -0.8205
O 0.4088 -2.1195 3.5750
C -0.1009 -2.9905 2.6761
C -0.4001 -4.2994 3.0502
C -0.9179 -5.1974 2.1394
C -1.1477 -4.8083 0.8240
C -0.8513 -3.5162 0.4482
C -0.3303 -2.5829 1.3537
C -0.0547 -1.2299 0.8456
O -0.2138 -1.0303 -0.4315
N 0.3230 -0.2547 1.6550
N 0.5328 0.8246 0.8654
C 1.5706 1.5698 0.9816
C 1.9338 2.2668 -0.2380
C 3.0050 3.1404 -0.3568
C 3.3625 3.5929 -1.6128
C 2.6534 3.1479 -2.7207
C 1.5910 2.2862 -2.5366
N 1.2279 1.8588 -1.3215
H 0.5173 -2.5695 4.4207
H -0.2185 -4.6059 4.0743
H -1.1417 -6.2072 2.4568
H -1.5490 -5.5084 0.1052
H -1.0089 -3.1966 -0.5720
H 2.2387 1.4718 1.8286
H 3.5456 3.4449 0.5283
H 4.1928 4.2752 -1.7317
H 2.9212 3.4555 -3.7208
H 1.0158 1.9062 -3.3690
C -2.1741 1.0868 -2.3537
C -2.7093 0.4780 -1.1712
C -2.6198 1.3915 -0.0960
C -2.0147 2.6007 -0.5992
C -1.7654 2.4042 -1.9900
H -2.1371 0.6508 -3.3373
H -3.0473 -0.5433 -1.0899
H -2.9180 1.2000 0.9221
H -1.8129 3.4988 -0.0392
H -1.2995 3.1267 -2.6418
*
```

LUMO level	-3.883	eV
ΔE to the lowest compared entry with this formula, charge and spin	0.0	kJ/mol
highest occupied orbital energy	-10.965	eV
frontier orbital gap	7.082	eV